# 1
This record from the Open Molecules 2025 dataset describes a cluster of 2 separate species, C4H14N2O in total. The level of theory is ωB97M-V/def2-TZVPD.

Geometry as XYZ:
```
21
C4H14N2O (ωB97M-V/def2-TZVPD)
C -2.458 -0.578 0.131
C -1.079 -0.035 0.062
N -1.218 1.501 0.315
C -0.453 -0.463 -1.346
C 0.959 0.187 -1.470
N 1.855 -0.332 -0.459
H -3.031 -0.178 0.859
H -2.329 -1.614 0.354
H -2.822 -0.464 -0.897
H -0.285 -0.597 0.774
H -0.210 1.704 0.451
H -1.648 1.387 1.284
H -0.466 -1.575 -1.563
H -1.122 -0.049 -2.170
H 0.749 1.331 -1.508
H 1.143 0.041 -2.575
H 2.876 -0.317 -0.572
H 1.439 -1.221 0.001
O 2.514 0.092 3.007
H 2.578 0.278 2.050
H 3.007 0.901 3.271
```

Its multiplicity is 1. For the total energy, the calculation gives -345.4814 Eh.

# 2
This record from the Open Molecules 2025 dataset describes a cluster of 2 separate species, C4H14N2O in total. The level of theory is ωB97M-V/def2-TZVPD.

Geometry as XYZ:
```
21
C4H14N2O (ωB97M-V/def2-TZVPD)
C 0.743 -0.921 -0.851
C 0.730 0.067 0.329
C 0.152 1.472 0.042
C 1.305 3.514 0.568
N 0.689 2.475 0.968
N -0.239 -2.033 -0.626
H 0.425 -0.447 -1.778
H 1.732 -1.338 -0.995
H 0.250 -0.306 1.234
H 1.778 0.194 0.614
H 0.273 1.790 -0.989
H -0.936 1.430 0.145
H 1.535 3.681 -0.476
H 1.572 4.289 1.280
H 0.450 2.402 1.955
H 0.023 -2.778 0.026
H -0.339 -2.616 -1.472
H -1.218 -1.759 -0.498
H -2.650 -4.166 -0.131
H -3.451 -2.927 -0.553
O -2.590 -3.205 -0.218
```

Its multiplicity is 1. Its net charge is +2. For the total energy, the calculation gives -344.9293 Eh.

# 3
This record from the Open Molecules 2025 dataset describes a cluster of 2 separate species, C4H14N2O in total. The level of theory is ωB97M-V/def2-TZVPD.

Geometry as XYZ:
```
21
C4H14N2O (ωB97M-V/def2-TZVPD)
C 2.107 0.274 0.312
O 3.212 0.112 -0.547
C 0.842 0.423 -0.418
C -0.420 0.260 0.471
C -1.684 0.751 -0.349
N -2.823 0.504 0.668
N 0.873 -1.556 -0.960
H 1.945 -0.511 1.075
H 2.237 1.215 0.927
H 3.930 0.483 -0.010
H 0.708 0.431 -1.495
H -0.452 0.728 1.458
H -0.381 -0.776 0.837
H -2.035 0.239 -1.238
H -1.654 1.829 -0.337
H -2.943 1.291 1.311
H -2.771 -0.383 1.166
H -3.728 0.582 0.175
H 0.273 -2.226 -0.482
H 0.976 -1.786 -1.954
H 1.786 -1.888 -0.612
```

Its multiplicity is 1. Its net charge is +2. For the total energy, the calculation gives -344.8336 Eh.

Number 1: HOMO-LUMO gap 10.0 eV. Number 2: HOMO-LUMO gap 10.6 eV. Number 3: HOMO-LUMO gap 9.9 eV.